# 1
Here is a structure of composition C23H41AlN2OP3 in a non-equilibrium geometry from OMol25. Energies are from ωB97M-V/def2-TZVPD.

Calculated values
HOMO energy = -15.5 eV
gap between HOMO and LUMO = 6.16 eV
ΔE to the lowest compared entry with this formula, charge and spin = 7.5 kcal/mol

Geometry as ORCA input:
```
! RIJCOSX wB97M-V def2-TZVPD def2/J DEFGRID3
* xyz 3 1
Al 0.8798 0.1984 1.1126
P -0.5261 1.1117 2.8910
P 0.7126 -2.0751 1.4895
P -3.0922 -0.9724 -1.4858
H 1.7424 3.6762 -5.0237
C 0.6664 3.7866 -4.8733
C 0.1314 4.3865 -3.7918
H 0.7266 4.8647 -2.9982
C 0.4272 2.4001 3.7501
C -1.2764 0.1120 4.2320
C -1.9485 1.9848 2.1510
C 1.2294 -3.3273 0.3047
C 2.0136 -2.0240 2.7812
C -0.7536 -2.7352 2.3277
C -4.1349 0.1700 -2.3989
C -3.6433 -1.4243 0.1551
C -2.5537 -2.3910 -2.4539
H 0.0195 3.4382 -5.6961
H -0.9610 4.4531 -3.7145
H 0.6109 3.2296 3.0545
H 1.3942 1.9881 4.0710
H -0.1191 2.7710 4.6279
H -0.5458 -0.6216 4.6065
H -2.1584 -0.4299 3.8552
H -1.5835 0.7719 5.0595
H -1.6602 2.3960 1.1736
H -2.2766 2.8025 2.8081
H -2.7938 1.3010 1.9985
H 0.6398 -4.2564 0.4315
H 2.3043 -3.5841 0.4066
H 1.0630 -2.9570 -0.7246
H 1.8108 -2.8004 3.5318
H 2.0888 -1.0287 3.2740
H 2.9896 -2.2054 2.3009
H -1.0221 -3.7014 1.8799
H -1.6124 -2.0556 2.2121
H -0.5409 -2.8710 3.3980
H -5.1988 -0.0999 -2.4374
H -3.7673 0.2720 -3.4299
H -4.0457 1.1522 -1.9157
H -4.7088 -1.1952 0.2893
H -3.0722 -0.8689 0.9188
H -3.4894 -2.4940 0.3350
H -3.4467 -2.7942 -2.9663
H -2.1126 -3.1675 -1.8024
H -1.8114 -2.0612 -3.2037
C -0.0487 1.1337 -1.5314
C 0.4009 0.1743 -2.4700
C -0.2920 0.1668 -3.6756
C -1.4103 1.0053 -3.8418
C -1.6421 2.0923 -2.9851
C -0.8038 2.2656 -1.8944
O 0.0383 0.9097 -0.2272
H -1.8952 -0.3001 -1.2710
H 1.2149 -0.5160 -2.1943
H 0.0129 -0.4909 -4.5044
H -2.0284 0.8969 -4.7457
H -2.4384 2.8109 -3.2319
H -0.7447 3.1138 -1.1990
N 5.4149 -3.6751 -0.2818
C 5.1395 -2.5684 -0.0007
C 4.6978 -1.2490 0.4030
C 5.4571 -0.5071 1.3104
C 4.8473 0.5828 1.9129
C 3.5102 0.8649 1.6550
N 2.7919 0.1419 0.7545
C 3.4521 -0.7873 -0.0067
H 6.4843 -0.8161 1.5184
H 5.3625 1.2070 2.6363
H 2.9651 1.6543 2.1982
H 2.9192 -1.2349 -0.8392
*
```

For each atom in turn, the Löwdin charge in e is: 0.19, 0.83, 0.83, 0.94, 0.05, -0.05, -0.10, 0.06, -0.23, -0.21, -0.20, -0.20, -0.21, -0.21, -0.18, -0.19, -0.18, 0.06, 0.04, 0.07, 0.05, 0.08, 0.05, 0.06, 0.08, 0.04, 0.08, 0.05, 0.08, 0.07, 0.06, 0.08, 0.05, 0.05, 0.07, 0.02, 0.07, 0.08, 0.06, 0.07, 0.08, 0.03, 0.07, 0.08, 0.07, 0.06, -0.39, -0.03, -0.09, -0.13, -0.12, -0.03, -0.15, 0.03, 0.10, 0.13, 0.13, 0.13, 0.13, 0.23, -0.13, -0.18, 0.07, 0.03, -0.06, 0.00, -0.02, 0.16, 0.14, 0.13, 0.13



# 2
Here is a cluster of 2 separate species, C23H41BrFN2O6S in total from OMol25. Energies are from ωB97M-V/def2-TZVPD.

Calculated values
HOMO energy = -12.1 eV
gap between HOMO and LUMO = 8.26 eV

Geometry as ORCA input:
```
! RIJCOSX wB97M-V def2-TZVPD def2/J DEFGRID3
* xyz 1 1
C -0.2614 1.7060 1.4479
C 0.7892 2.1780 2.4491
C 1.4305 1.0168 3.2101
C 2.4571 0.2542 2.3830
O 1.8694 -0.9923 1.9675
C 2.3624 -1.4730 0.7831
C 3.8398 -1.7397 0.6453
C 3.9022 -2.5078 -0.6776
C 3.8235 -1.5797 -1.8858
C 3.6706 -2.1024 -3.1637
C 3.6212 -1.2444 -4.2379
C 3.7246 0.1110 -4.0132
C 3.8845 0.5426 -2.7128
N 3.9342 -0.2772 -1.6677
C 5.1623 -3.3861 -0.7827
C 6.4674 -2.5960 -0.7562
F 5.1291 -4.2911 0.2902
C 2.6299 -3.3974 -0.5977
N 1.7603 -2.8383 0.5238
Br 1.8858 -3.9361 2.0915
C 0.3094 -2.8088 0.0768
O -0.4832 -2.4696 1.1311
C -1.7213 -3.1803 1.2543
C -2.8767 -2.2052 1.2347
O -2.8375 -1.4928 0.0209
C -4.1272 -1.1950 -0.5159
C -4.0102 -0.0867 -1.5608
H 0.1801 1.0200 0.7182
H -1.0544 1.1540 1.9604
H -0.7196 2.5363 0.9102
H 1.5735 2.7230 1.9130
H 0.3498 2.8860 3.1549
H 0.6575 0.3157 3.5328
H 1.9250 1.3989 4.1061
H 2.7353 0.8364 1.4944
H 3.3691 0.0507 2.9501
H 2.0056 -0.8633 -0.0610
H 4.1542 -2.4090 1.4505
H 4.4583 -0.8488 0.6934
H 3.5969 -3.1742 -3.3133
H 3.5048 -1.6259 -5.2440
H 3.6839 0.8233 -4.8252
H 3.9781 1.6017 -2.4969
H 5.1004 -3.9891 -1.6939
H 7.0015 -2.6884 -1.6999
H 6.2922 -1.5329 -0.5828
H 7.0924 -2.9724 0.0518
H 2.0333 -3.3681 -1.5092
H 2.8440 -4.4347 -0.3563
H 0.2776 -2.0538 -0.7199
H 0.1066 -3.8061 -0.3266
H -1.8455 -3.8828 0.4256
H -1.7084 -3.7489 2.1885
H -3.7975 -2.7982 1.3147
H -2.8290 -1.5190 2.0873
H -4.7989 -0.8874 0.2935
H -4.5460 -2.1090 -0.9547
H -2.9572 0.1070 -1.7698
H -4.5045 -0.3788 -2.4867
H -4.4836 0.8233 -1.1959
O -5.4234 2.8356 -0.1761
S -4.9704 3.8749 0.7025
O -5.6774 4.1085 1.9216
O -4.8407 5.2186 -0.1213
C -5.9852 5.6336 -0.9164
C -7.0745 6.2635 -0.0774
C -3.2616 3.6558 1.0528
H -6.3472 4.7727 -1.4789
H -5.5656 6.3471 -1.6216
H -7.5444 5.5358 0.5820
H -7.8383 6.6781 -0.7353
H -6.6683 7.0658 0.5377
H -2.7290 3.5062 0.1183
H -3.1856 2.7747 1.6860
H -2.9001 4.5349 1.5798
*
```

For each atom in turn, the Löwdin charge in e is: -0.09, -0.25, -0.17, -0.16, -0.11, -0.38, -0.06, -0.31, -0.24, -0.01, -0.04, -0.04, -0.11, 0.13, -0.30, 0.01, -0.02, -0.07, -0.42, 1.05, -0.23, -0.13, -0.14, -0.20, -0.16, -0.25, -0.05, 0.07, 0.08, 0.05, 0.11, 0.11, 0.12, 0.12, 0.13, 0.13, 0.17, 0.12, 0.13, 0.12, 0.12, 0.11, 0.12, 0.15, 0.09, 0.08, 0.10, 0.13, 0.12, 0.16, 0.14, 0.13, 0.13, 0.13, 0.13, 0.12, 0.12, 0.08, 0.07, 0.05, -0.29, 0.56, -0.26, -0.26, -0.24, -0.07, -0.13, 0.11, 0.12, 0.07, 0.08, 0.09, 0.07, 0.07, 0.08